No. 1
C12H27N3O3 | the ωB97M-V functional and the def2-TZVPD basis

Multiplicity ... 1
Energy above the lowest of the compared OMol25 structures with the same formula, charge and spin ... 1.0544 eV
Net charge ... 0
LUMO energy ... 0.0156 Eh
Largest force on an atom ... 1.524 eV/Å
E ... -863.313589 hartree
HOMO ... -7.41 eV

Last column: Löwdin charge in e.
Element x y z (Å)
1 C -3.05 4.63 -1.27  -0.023
2 C -2.85 3.31 -1.42  -0.180
3 C -2.21 2.37 -0.43  -0.164
4 C -0.97 2.91 0.28  -0.376
5 N -1.21 4.18 1.00  0.053
6 C 0.28 3.00 -0.59  -0.186
7 O 0.01 3.16 -1.98  -0.193
8 C 0.57 4.35 -2.51  -0.105
9 H -3.41 5.06 -0.35  0.043
10 H -2.82 5.30 -2.09  0.050
11 H -3.22 2.85 -2.33  0.091
12 H -2.92 1.99 0.31  0.112
13 H -1.90 1.49 -0.99  0.111
14 H -0.73 2.19 1.07  0.097
15 H -0.33 4.63 1.19  0.062
16 H -1.70 3.99 1.86  0.077
17 H 0.96 3.76 -0.21  0.117
18 H 0.82 2.06 -0.48  0.119
19 H 0.13 4.49 -3.50  0.086
20 H 1.65 4.27 -2.62  0.084
21 H 0.30 5.19 -1.87  0.086
22 C 1.54 0.37 2.72  -0.346
23 O 0.81 1.32 2.52  0.004
24 N 1.26 -0.90 2.37  -0.192
25 C 2.17 -1.99 2.63  -0.059
26 C -0.01 -1.18 1.71  -0.023
27 H 2.52 0.48 3.21  0.132
28 H 2.45 -2.47 1.69  0.086
29 H 1.69 -2.73 3.27  0.089
30 H 3.07 -1.62 3.12  0.081
31 H -0.08 -0.61 0.78  0.094
32 H -0.83 -0.88 2.36  0.100
33 H -0.09 -2.24 1.49  0.052
34 C -0.16 -4.69 0.21  -0.357
35 O -0.98 -3.80 0.08  0.004
36 N 0.60 -5.19 -0.79  -0.199
37 C 1.55 -6.25 -0.57  -0.059
38 C 0.45 -4.63 -2.12  -0.037
39 H 0.03 -5.18 1.18  0.135
40 H 2.56 -5.91 -0.83  0.089
41 H 1.30 -7.11 -1.20  0.090
42 H 1.55 -6.56 0.47  0.082
43 H 0.67 -3.56 -2.10  0.094
44 H -0.58 -4.75 -2.46  0.094
45 H 1.12 -5.13 -2.81  0.086



No. 2
C26H20ClI2MgN2O5S | the ωB97M-V functional and the def2-TZVPD basis

Multiplicity ... 1
Energy above the lowest of the compared OMol25 structures with the same formula, charge and spin ... 0.7291 eV
Net charge ... -1
LUMO energy ... 0.0772 Eh
Largest force on an atom ... 1.112 eV/Å
E ... -3142.342741 hartree
HOMO ... -4.84 eV

Last column: Löwdin charge in e.
Element x y z (Å)
1 Mg 0.96 0.76 -1.50  0.617
2 O 4.63 -0.54 -0.91  -0.298
3 Cl 3.28 -0.29 -1.30  0.681
4 O 2.80 -1.22 -2.28  -0.292
5 O 2.38 -0.34 -0.13  -0.369
6 O 3.13 1.08 -1.83  -0.363
7 C 0.12 -4.15 3.59  -0.052
8 C -0.56 -2.82 3.24  -0.562
9 C -1.84 -2.67 4.07  -0.053
10 C 0.39 -1.68 3.61  -0.065
11 C -0.90 -2.81 1.75  -0.168
12 C -1.80 -3.77 1.24  -0.047
13 C -2.15 -3.82 -0.09  -0.082
14 C -1.59 -2.88 -0.96  -0.466
15 S -1.83 -2.65 -2.66  1.105
16 C -0.72 -1.29 -2.62  -0.476
17 N -0.23 -1.05 -1.44  0.049
18 C -0.70 -1.93 -0.48  -0.258
19 C -0.36 -1.89 0.88  0.061
20 C -0.40 -0.47 -3.80  -0.258
21 C -0.94 -0.81 -5.05  -0.082
22 C -0.63 -0.05 -6.16  -0.114
23 C 0.23 1.04 -6.00  -0.111
24 C 0.75 1.36 -4.75  -0.123
25 C 0.47 0.62 -3.59  -0.086
26 H 0.39 -4.17 4.65  0.081
27 H 1.03 -4.28 3.01  0.091
28 H -0.53 -5.00 3.39  0.074
29 H -1.60 -2.66 5.13  0.081
30 H -2.54 -3.49 3.89  0.073
31 H -2.35 -1.74 3.82  0.092
32 H 0.61 -1.73 4.68  0.083
33 H -0.05 -0.71 3.40  0.091
34 H 1.34 -1.75 3.07  0.089
35 H -2.23 -4.51 1.91  0.103
36 H -2.84 -4.57 -0.45  0.104
37 H 0.34 -1.13 1.20  0.101
38 H -1.60 -1.67 -5.15  0.077
39 H -1.04 -0.29 -7.13  0.089
40 H 0.48 1.65 -6.87  0.089
41 H 1.42 2.21 -4.69  0.085
42 I -3.72 2.88 -0.99  0.862
43 C -1.95 3.51 -0.08  -0.651
44 C -1.94 4.67 0.71  -0.247
45 C -0.79 5.10 1.32  -0.685
46 I -0.88 6.83 2.49  0.840
47 C 0.42 4.38 1.16  -0.218
48 C 1.67 4.72 1.73  -0.053
49 C 2.76 3.94 1.50  -0.047
50 C 2.64 2.81 0.67  -0.112
51 N 1.51 2.46 0.12  0.096
52 C 0.40 3.22 0.35  -0.124
53 C -0.80 2.73 -0.30  -0.442
54 O -0.74 1.67 -0.99  -0.141
55 H -2.86 5.22 0.84  0.070
56 H 1.74 5.60 2.36  0.056
57 H 3.72 4.19 1.93  0.101
58 H 3.50 2.18 0.46  0.107



No. 3
C23H28AsCl5LuN6S2 | the ωB97M-V functional and the def2-TZVPD basis

Multiplicity ... 1
Energy above the lowest of the compared OMol25 structures with the same formula, charge and spin ... 0.0224 eV
Net charge ... +1
LUMO energy ... -0.1082 Eh
Largest force on an atom ... 0.572 eV/Å
E ... -7790.352913 hartree
HOMO ... -10.49 eV

Last column: Löwdin charge in e.
Element x y z (Å)
1 Lu 0.52 -0.17 -1.65  1.155
2 C -1.61 -3.59 0.67  -0.025
3 C -0.70 -2.51 0.18  -0.301
4 N -0.99 -1.75 -0.81  -0.104
5 N -2.16 -2.02 -1.45  -0.018
6 C -2.55 -1.13 -2.34  -0.867
7 N -3.62 -1.51 -3.07  0.083
8 S -1.92 0.46 -2.65  0.500
9 C 0.65 -2.35 0.78  -0.278
10 C 1.13 -3.26 1.70  -0.013
11 C 2.43 -3.14 2.16  -0.030
12 C 3.22 -2.10 1.69  -0.036
13 C 2.66 -1.22 0.78  -0.142
14 N 1.41 -1.33 0.33  -0.011
15 H -2.62 -3.40 0.33  0.068
16 H -1.60 -3.66 1.76  0.081
17 H -1.30 -4.56 0.27  0.106
18 H -3.96 -2.45 -2.97  0.108
19 H -3.95 -0.92 -3.81  0.086
20 H 0.51 -4.08 2.03  0.113
21 H 2.83 -3.86 2.86  0.121
22 H 4.24 -1.97 2.01  0.116
23 H 3.23 -0.40 0.38  0.051
24 C -0.01 3.83 -1.22  -0.235
25 As 1.63 3.24 -0.41  0.707
26 C 1.48 3.09 1.50  -0.246
27 C 2.78 4.76 -0.62  -0.253
28 S 2.58 1.58 -1.32  0.155
29 H -0.50 4.52 -0.53  0.047
30 H -0.68 3.00 -1.45  -0.011
31 H 0.26 4.36 -2.13  0.049
32 H 0.76 3.82 1.87  0.041
33 H 2.47 3.33 1.90  0.043
34 H 1.19 2.09 1.78  0.011
35 H 2.35 5.62 -0.11  0.049
36 H 2.90 4.97 -1.68  0.046
37 H 3.75 4.51 -0.19  0.044
38 Cl 2.10 -3.84 -1.71  0.701
39 C 2.29 -2.81 -3.11  -0.686
40 C 1.65 -1.58 -3.13  -0.319
41 C 1.87 -0.85 -4.29  -0.694
42 Cl 1.06 0.72 -4.36  0.592
43 C 2.65 -1.24 -5.36  -0.711
44 Cl 2.85 -0.23 -6.74  0.703
45 C 3.27 -2.48 -5.29  -0.700
46 Cl 4.26 -3.02 -6.58  0.711
47 C 3.09 -3.28 -4.15  -0.707
48 Cl 3.87 -4.80 -4.06  0.694
49 N -0.52 1.03 0.19  0.054
50 C -1.46 1.15 0.86  -0.232
51 N -2.51 1.23 1.63  -0.072
52 C -3.03 0.01 2.28  -0.106
53 C -2.46 -0.11 3.70  -0.154
54 C -2.08 1.28 4.26  -0.183
55 C -3.05 2.34 3.75  -0.164
56 C -2.92 2.52 2.24  -0.113
57 H -2.79 -0.84 1.66  0.114
58 H -4.11 0.11 2.30  0.132
59 H -1.59 -0.76 3.71  0.107
60 H -3.21 -0.57 4.34  0.118
61 H -1.07 1.54 3.93  0.109
62 H -2.06 1.26 5.34  0.116
63 H -2.87 3.30 4.24  0.117
64 H -4.08 2.05 4.01  0.120
65 H -2.15 3.26 2.00  0.117
66 H -3.85 2.84 1.78  0.126



Question: Look up the energy above the lowest of the compared OMol25 structures with the same formula, charge and spin of the third one.
Answer: 0.0224 eV